# 1
Here is 8 unconnected molecules or ions with the total composition H16O8 from the Open Molecules 2025 dataset. Energies are from wB97M-V/def2-TZVPD.

Positions of all 24 atoms, in Å:
1 O 0.3374 3.6185 0.2479
2 H 0.5931 3.1227 -0.5338
3 H 0.7694 3.1373 0.9638
4 O 1.5996 1.5092 -1.3317
5 H 2.0390 2.1685 -1.8797
6 H 1.7388 0.6741 -1.7966
7 O -2.9035 -2.4011 1.0385
8 H -2.5747 -1.4960 1.0227
9 H -2.7110 -2.6978 1.9332
10 O 0.2281 -1.2715 -3.1013
11 H -0.4780 -0.7481 -2.7105
12 H 0.1199 -2.1453 -2.7154
13 O -2.1976 -0.3781 -1.1529
14 H -2.5873 -1.2584 -1.2305
15 H -2.3886 0.0472 -1.9944
16 O -0.0882 -0.6725 0.7372
17 H -0.7760 -0.6998 0.0616
18 H 0.3640 0.1601 0.5749
19 O 0.1402 -2.1314 3.2411
20 H 1.0904 -2.0327 3.1452
21 H -0.1951 -2.0022 2.3455
22 O 2.4231 1.6942 1.3484
23 H 3.0994 2.3763 1.3677
24 H 2.3576 1.4268 0.4191

As for the LUMO energy: -0.13 eV. As for the energy above the lowest of the compared OMol25 structures with the same formula, charge and spin: 190.9 kJ/mol. For the strongest force on any atom, the calculation gives 0.008 Eh/bohr. As for the SMILES: O.O.O.O.O.O.O.O. As for the spin multiplicity: 1. The gap between HOMO and LUMO is 10.6 eV.

# 2
Here is a molecular structure, C8H14N7NiO2S2Si from the Open Molecules 2025 dataset. Energies are from wB97M-V/def2-TZVPD.

Positions of all 35 atoms, in Å:
1 Ni 0.3631 -0.2121 0.2582
2 N -1.2700 0.8741 -0.8772
3 N -0.7557 2.0633 -1.3877
4 C 0.5229 2.4234 -1.0636
5 N 0.8674 3.6588 -1.4883
6 N 1.2371 1.5627 -0.3660
7 N 2.6001 1.8422 -0.1692
8 O 3.1726 2.7026 -0.8410
9 O 3.1410 1.1463 0.6379
10 H -1.6230 0.2682 -1.6057
11 H -1.9496 1.0346 -0.1447
12 H -1.3936 2.8307 -1.5405
13 H 0.3292 4.0225 -2.2573
14 H 1.8631 3.8323 -1.5067
15 S 1.7097 -1.7183 -1.0081
16 C 0.4489 -2.8245 -0.6123
17 S -0.8050 -2.1554 0.3899
18 C 0.4274 -4.1483 -1.0203
19 C -0.6385 -5.0240 -0.6563
20 N -1.4924 -5.7435 -0.3653
21 C 1.4507 -4.6891 -1.8549
22 N 2.2587 -5.1560 -2.5330
23 C -0.2680 -1.0852 3.6790
24 Si -0.0210 0.3121 2.4431
25 C 1.2408 1.4715 3.2579
26 C -1.6526 1.3113 2.5480
27 H -0.4921 -0.6700 4.6681
28 H 0.6199 -1.7156 3.7629
29 H -1.0888 -1.7359 3.3728
30 H 1.0094 1.5925 4.3219
31 H 1.2240 2.4644 2.7968
32 H 2.2586 1.0879 3.1695
33 H -1.8923 1.6125 3.5742
34 H -2.4918 0.7058 2.1862
35 H -1.6054 2.2270 1.9456

As for the charge: -1. As for the LUMO energy (spin up / spin down): 1.96 / 1.96 eV. As for the energy above the lowest of the compared OMol25 structures with the same formula, charge and spin: 24.7 kJ/mol. For the strongest force on any atom, the calculation gives 0.013 Eh/bohr. As for the spin multiplicity: 1. The gap between HOMO and LUMO (spin up / spin down) is 6.1 / 5.6 eV.

# 3
Here is a molecular structure, C20H40P2PtSi from the Open Molecules 2025 dataset. Energies are from wB97M-V/def2-TZVPD.

Positions of all 64 atoms, in Å:
1 P -0.2324 2.9635 -5.6824
2 P -1.6826 0.4393 -6.2037
3 C -0.5717 2.6475 -7.5040
4 C -1.7150 1.6461 -7.6452
5 H 0.3546 2.2655 -7.9557
6 H -0.8132 3.6059 -7.9869
7 H -2.6921 2.1498 -7.6386
8 H -1.6362 1.0749 -8.5821
9 C -0.5322 -0.7447 -7.0322
10 H -0.5779 -1.7041 -6.5048
11 H 0.4927 -0.3586 -6.9892
12 H -0.8307 -0.8855 -8.0801
13 C -3.2745 -0.3860 -6.6351
14 H -3.2739 -0.7088 -7.6840
15 H -4.0955 0.3178 -6.4628
16 H -3.4029 -1.2527 -5.9774
17 C 1.2620 4.0077 -5.9574
18 H 1.5562 4.4452 -4.9973
19 H 1.0523 4.8036 -6.6836
20 H 2.0735 3.3718 -6.3243
21 C -1.4755 4.3240 -5.5454
22 H -2.4856 3.9031 -5.4922
23 H -1.3980 4.9920 -6.4144
24 H -1.2739 4.8897 -4.6289
25 Pt -0.0239 -0.2175 0.2882
26 C -1.4829 -0.8820 -1.2149
27 C -0.2038 -1.4020 -1.5625
28 C 0.6637 -0.8539 -2.6728
29 C 1.5283 0.3754 -2.2992
30 C 1.1123 1.0910 -1.0413
31 C -0.1819 1.6491 -0.8184
32 C -1.3017 1.6271 -1.8304
33 C -2.1126 0.3049 -1.8979
34 C 1.3209 2.0859 2.2367
35 H -2.1752 -1.5895 -0.7403
36 H -0.0262 -2.4575 -1.3194
37 H 0.0852 -0.6549 -3.5886
38 H 1.3671 -1.6622 -2.9237
39 H 2.5512 0.0074 -2.1149
40 H 1.5996 1.0672 -3.1565
41 H 1.9325 1.5422 -0.4742
42 H -0.2224 2.4687 -0.0914
43 H -0.9332 1.9053 -2.8308
44 H -2.0141 2.4150 -1.5427
45 H -3.0744 0.4844 -1.3953
46 H -2.3469 0.0793 -2.9477
47 H 0.7636 2.6635 2.9969
48 H 1.3739 2.7087 1.3285
49 H 2.3563 1.9544 2.6047
50 C 1.5406 -2.9425 3.7704
51 Si 0.4994 -1.3930 3.9614
52 C -1.2379 -1.7926 4.5401
53 C 1.2917 -0.3203 5.2876
54 C 0.3931 -0.3908 2.3584
55 C 0.7102 0.7946 1.9464
56 H 1.7349 -3.3605 4.7707
57 H 2.5093 -2.7184 3.3022
58 H 1.0347 -3.7106 3.1682
59 H -1.2077 -2.1370 5.5825
60 H -1.8554 -0.8867 4.4867
61 H -1.7041 -2.5715 3.9230
62 H 2.3357 -0.0808 5.0520
63 H 0.7454 0.6239 5.3978
64 H 1.2738 -0.8359 6.2560

As for the LUMO energy (spin up / spin down): 0.68 / -0.99 eV. As for the energy above the lowest of the compared OMol25 structures with the same formula, charge and spin: 0.0 kJ/mol. For the strongest force on any atom, the calculation gives 0.059 Eh/bohr. As for the spin multiplicity: 3. The gap between HOMO and LUMO (spin up / spin down) is 4.9 / 6.7 eV. The expectation value of S² is 2.010.

# 4
Here is a gas-phase ion, C4H12N2 (charge +2) from the Open Molecules 2025 dataset. Energies are from wB97M-V/def2-TZVPD.

Positions of all 18 atoms, in Å:
1 C 0.5926 0.7580 1.6531
2 C 0.0839 -0.7743 1.1496
3 C -0.5205 -0.8891 -0.1843
4 C -0.0605 -0.4074 -1.3693
5 N 0.1817 -1.1367 -2.6657
6 N -0.4816 1.8146 1.3221
7 H 1.4688 0.9298 1.0972
8 H 0.7402 0.8069 2.7801
9 H -0.8488 -0.8754 1.7785
10 H 1.0234 -1.3286 1.2263
11 H -1.4085 -1.5762 -0.3884
12 H 0.6515 0.4709 -1.2381
13 H -0.4838 -0.8246 -3.3039
14 H 0.1593 -2.1511 -2.5224
15 H 1.1769 -1.1156 -2.9763
16 H -1.4396 1.6041 1.7504
17 H -0.5775 1.9620 0.2841
18 H -0.2575 2.7326 1.6071

As for the charge: +2. As for the LUMO energy: -8.27 eV. As for the energy above the lowest of the compared OMol25 structures with the same formula, charge and spin: 245.7 kJ/mol. For the strongest force on any atom, the calculation gives 0.105 Eh/bohr. As for the SMILES: [NH3+]/C=C/CC[NH3+]. As for the spin multiplicity: 1. The gap between HOMO and LUMO is 10.4 eV.

# 5
Here is a molecular structure, C29H26BeNO9P2Te from the Open Molecules 2025 dataset. Energies are from wB97M-V/def2-TZVPD.

Positions of all 69 atoms, in Å:
1 Be -15.4111 -4.7074 3.9248
2 C -20.2688 -9.7180 5.3511
3 C -19.2171 -8.7167 4.9340
4 C -19.1897 -8.0697 3.6802
5 C -18.1983 -7.1743 3.3471
6 C -18.1553 -6.6707 1.9605
7 O -18.4680 -5.5449 1.6659
8 C -17.7696 -7.6177 0.8738
9 C -18.1600 -7.3033 -0.4271
10 C -17.8710 -8.2247 -1.4455
11 C -17.1390 -9.3814 -1.1707
12 C -16.8301 -9.7172 0.1544
13 C -17.1615 -8.8465 1.1581
14 C -17.1410 -6.7600 4.2126
15 O -16.2105 -5.9742 3.7857
16 C -17.1822 -7.2932 5.5392
17 C -18.2165 -8.2431 5.7847
18 C -16.1973 -6.9892 6.5989
19 N -15.2013 -6.2482 6.3403
20 C -14.2942 -5.8146 7.3719
21 C -12.9845 -6.5838 7.3751
22 Te -12.0421 -6.9682 5.4418
23 C -13.3244 -8.6538 5.2032
24 C -13.0795 -9.8132 5.9120
25 C -13.9597 -10.8793 5.8698
26 C -15.1324 -10.7323 5.1383
27 C -15.3604 -9.5795 4.4195
28 C -14.4425 -8.5418 4.3744
29 C -16.5019 -7.5111 7.9580
30 C -15.8057 -8.6029 8.4854
31 C -16.1806 -9.1277 9.7315
32 C -17.2289 -8.5534 10.4565
33 C -17.9294 -7.4752 9.9126
34 C -17.5147 -6.9252 8.7004
35 H -20.0627 -10.7354 4.9528
36 H -21.2453 -9.4228 4.9856
37 H -20.3561 -9.7895 6.4365
38 H -19.9213 -8.3354 2.9371
39 H -18.6890 -6.4012 -0.5909
40 H -18.1166 -7.9440 -2.4598
41 H -16.8933 -10.0692 -1.9444
42 H -16.3162 -10.6232 0.4323
43 H -16.9448 -9.0011 2.1915
44 H -18.2204 -8.7502 6.7836
45 H -14.6729 -5.8679 8.4039
46 H -14.0796 -4.7784 7.1616
47 H -13.1111 -7.5884 7.8027
48 H -12.2817 -6.0510 7.9761
49 H -12.1827 -9.8812 6.5084
50 H -13.7794 -11.8070 6.4112
51 H -15.8315 -11.5122 5.0810
52 H -16.2304 -9.4908 3.7896
53 H -14.6124 -7.6528 3.8189
54 H -14.9939 -9.0354 7.9579
55 H -15.6397 -9.9290 10.1730
56 H -17.5196 -8.9666 11.4033
57 H -18.7216 -7.0241 10.5149
58 H -18.0465 -6.0677 8.2925
59 O -12.8555 -3.1162 4.2703
60 P -14.2195 -2.4350 4.7419
61 O -13.9955 -1.4987 5.8289
62 O -15.2370 -3.5993 4.9644
63 O -14.7596 -1.8006 3.3538
64 P -15.3543 -2.6969 2.1677
65 O -16.9344 -2.7086 2.5412
66 O -15.0846 -2.1125 0.8497
67 O -14.7923 -4.1166 2.5203
68 H -12.9851 -3.6941 3.4970
69 H -17.3887 -3.5048 2.1453

As for the charge: -1. As for the LUMO energy: 2.14 eV. For the strongest force on any atom, the calculation gives 0.040 Eh/bohr. As for the spin multiplicity: 1. The gap between HOMO and LUMO is 7.9 eV.